15
Properties=species:S:1:pos:R:3:forces:R:3 method="wB97M-V/def2-TZVPD" charge=+1 max_force_ev_per_a=6.1 spin_multiplicity=2 e_lumo_ev="-4.848 / -9.797" orbital_gap_ev="8.272 / 3.322" e_above_lowest_kcal_mol=48.7 e_tot_ha=-229.4156
C 2.994 1.607 -3.509 -1.5606 -1.1017 -0.9691
C 3.188 1.750 -1.966 -1.7419 1.4771 -1.1461
H 3.330 0.599 -3.908 -0.3520 0.9038 0.8147
H 3.548 2.307 -4.179 -0.7161 -0.0750 0.8104
H 1.814 1.598 -3.719 2.6629 0.4450 0.1330
H 4.161 1.426 -1.669 0.6509 0.0042 0.3692
H 2.988 2.877 -1.661 0.3728 -2.4978 -0.3328
H 2.418 1.047 -1.565 0.6829 0.8432 0.3212
N -3.675 -2.095 2.252 1.4363 2.1451 5.4725
C -3.332 -2.229 3.604 0.5480 -1.7432 -3.4878
N -3.107 -1.284 4.423 -0.8756 2.0007 0.7699
H -4.054 -2.883 1.865 -1.3502 -2.2998 -1.9364
H -3.958 -1.159 2.054 -0.3803 0.6397 -1.2659
H -3.174 -3.258 3.895 0.0687 -0.1750 0.2745
H -3.142 -0.302 4.082 0.5543 -0.5664 0.1728